Entry 1:
The following is a DFT calculation (ωB97M-V with the def2-TZVPD basis set) of a structure of composition C23H29ClCoN3O7PS3.

XYZ file:
```
68
Properties=species:S:1:pos:R:3:forces:R:3
Co 0.23229 0.58435 0.70896 -0.3816 -0.1160 0.0402
Cl -0.88190 1.89140 2.82524 0.0916 -0.0056 -0.0239
S 2.37709 1.31126 1.00262 -0.2110 -0.0054 0.0035
S 2.81547 -0.13697 4.07627 -0.0332 0.0405 0.0461
S -2.64478 -1.02153 0.49984 0.0087 0.0439 -0.1768
P 3.23736 -0.10812 2.19800 0.0888 -0.0937 0.0105
O -1.76773 0.21037 0.38450 0.1569 -0.0666 0.0537
O 2.99702 -1.54397 1.48548 -0.0580 0.0748 -0.1643
O -0.38718 0.49529 2.77079 -0.0442 0.1363 0.1073
O -0.55211 2.41756 1.48375 0.0290 -0.1056 0.0766
O 4.77912 0.07401 1.83378 0.0260 -0.0205 -0.0495
O -0.21813 2.62390 3.83659 -0.0364 -0.0557 -0.0971
O -2.30177 1.90365 3.01722 0.0980 -0.1138 -0.0129
N 0.60243 -0.47295 -0.98370 0.1637 0.3580 -0.1160
N 4.63579 -0.11133 -1.76587 -0.0663 -0.0029 0.0300
N 2.44075 0.48943 -2.30987 0.0211 -0.0122 0.1564
C -5.96644 1.24103 0.55969 -0.0074 -0.0074 -0.0085
C 2.82103 1.34441 -3.29415 0.0304 0.0025 -0.0487
C 0.94555 0.47004 -2.02240 -0.0948 -0.2224 0.0180
C -0.16313 -1.50375 -1.30565 0.0589 -0.0753 -0.0243
C -4.68116 0.78610 0.79906 0.0299 0.0479 -0.0149
C 0.65434 1.19895 -4.32348 -0.0292 -0.0427 -0.0700
C 0.25689 0.27891 -3.33705 -0.0507 0.0194 0.0966
C 1.88939 -2.36234 1.86537 0.0394 -0.0204 0.0021
C -4.27396 -0.40100 0.20702 -0.1033 -0.0121 0.0277
C -8.24456 1.02282 -0.50064 0.0214 -0.0123 -0.0042
C -0.78271 -1.73123 -2.52758 0.0636 -0.0678 0.0352
C 3.34478 -0.21183 -1.59304 0.0421 0.0148 -0.0778
C 1.94775 -3.62453 1.03671 0.0027 0.0022 0.0226
C 1.84028 1.86967 -4.19010 -0.0239 0.0926 0.0608
C 5.82724 1.92955 2.99623 0.0020 -0.0091 0.0035
C -6.84467 0.52947 -0.25635 -0.0156 0.0057 -0.0007
C -0.60030 -0.78036 -3.52563 0.0478 -0.0097 -0.0726
C -2.80315 -1.42171 2.23514 0.0718 0.1306 0.0327
C 5.77862 0.43076 2.80329 -0.0046 0.0097 0.0138
C -5.11819 -1.11892 -0.62660 0.0002 0.0140 0.0269
C -6.40385 -0.65112 -0.84891 0.0145 -0.0045 0.0005
C 5.05056 0.79029 -2.67399 0.0462 -0.0454 0.0342
C 4.20001 1.52931 -3.45156 -0.0356 0.0214 -0.0566
H 4.88574 2.28814 3.41301 0.0008 0.0036 0.0015
H 6.63236 2.18800 3.68632 -0.0017 0.0081 0.0020
H -8.42506 1.96873 0.00670 0.0015 0.0023 0.0000
H 2.94523 -0.89252 -0.85660 -0.0228 -0.0183 0.0599
H -7.07202 -1.20508 -1.49732 0.0020 -0.0062 0.0002
H -3.58043 -2.18179 2.31333 0.0187 -0.0005 0.0117
H 1.85373 -3.40278 -0.02726 0.0002 0.0065 -0.0165
H 0.77918 1.50242 -1.67709 0.0851 0.0253 -0.0206
H 0.06106 1.32075 -5.22351 0.0020 -0.0032 0.0007
H -6.29555 2.16673 1.01548 0.0046 0.0002 0.0004
H 6.12458 0.89015 -2.77829 -0.0086 0.0221 -0.0079
H 2.17246 2.58391 -4.92863 0.0272 -0.0005 0.0087
H -8.42544 1.16782 -1.56657 -0.0014 0.0017 -0.0014
H -8.97702 0.29902 -0.14015 -0.0050 0.0015 0.0002
H -4.76970 -2.02985 -1.09764 -0.0141 -0.0113 -0.0067
H -0.33619 -2.20685 -0.49609 -0.0221 0.0162 0.0130
H -3.99283 1.34914 1.41883 0.0018 -0.0060 0.0111
H 5.56624 -0.08101 3.74241 0.0028 0.0052 -0.0029
H 2.89889 -4.13209 1.19578 -0.0061 -0.0081 0.0017
H -1.40347 -2.60227 -2.66761 0.0063 -0.0041 0.0112
H 1.14234 -4.30184 1.32640 -0.0083 0.0033 -0.0120
H 0.95023 -1.81937 1.69729 -0.0234 0.0293 -0.0123
H 1.95520 -2.57435 2.93343 -0.0170 0.0071 -0.0046
H -3.05640 -0.52339 2.79107 -0.0279 0.0653 0.0613
H 6.71231 0.04814 2.39263 0.0035 -0.0039 0.0054
H -1.84410 -1.80599 2.57544 0.0206 -0.0216 0.0176
H 6.00479 2.43381 2.04594 0.0021 0.0011 -0.0021
H 4.56127 2.21273 -4.20584 0.0239 -0.0205 0.0002
H -1.10548 -0.88116 -4.48046 -0.0039 0.0183 0.0005
```
Forces are in eV/Å.

Results
* charge: 0
* spin multiplicity: 2
* energy above the lowest of the compared OMol25 structures with the same formula, charge and spin: 114.4 kJ/mol
* lowest unoccupied orbital energy (alpha / beta): -1.179 / -1.151 eV
* energy: -4963.4374 hartree


Entry 2:
The following is a DFT calculation (ωB97M-V with the def2-TZVPD basis set) of a cluster of 6 separate species, H10IO5 in total.

XYZ file:
```
16
Properties=species:S:1:pos:R:3:forces:R:3
I -16.73511 0.98489 5.00845 0.0193 -0.1477 -0.0268
O -15.62778 -1.70627 7.35807 0.2407 0.1337 0.0207
O -16.36567 -2.67517 4.08885 -0.3403 -0.0293 -0.0459
O -13.85534 1.72574 2.97030 -0.0405 -0.1419 0.1958
O -19.46128 -0.00419 7.13794 0.2362 0.0237 -0.2456
O -14.12176 3.05145 6.77213 -0.0174 -0.0437 -0.0938
H -14.48339 1.36823 3.63100 0.1232 0.1996 -0.2758
H -14.77019 2.43511 6.38873 0.0235 0.1092 0.0861
H -16.86739 -1.85394 4.23040 0.3215 0.0382 -0.0013
H -15.41131 -0.99204 6.73399 -0.1954 -0.1745 0.1474
H -17.03249 -3.33548 3.87164 0.0546 0.0796 0.0184
H -14.14457 1.33409 2.14119 -0.0626 -0.0071 0.0709
H -19.28481 -0.92706 7.34284 0.0482 0.0659 -0.0182
H -13.74229 3.49300 6.00545 -0.0550 -0.0857 -0.0068
H -18.71578 0.26623 6.55569 -0.3444 -0.0644 0.2995
H -16.54975 -1.89363 7.16776 -0.0116 0.0443 -0.1247
```
Forces are in eV/Å.

Results
* charge: -1
* energy above the lowest of the compared OMol25 structures with the same formula, charge and spin: 22.0 kJ/mol
* lowest unoccupied orbital energy: 3.151 eV
* energy: -680.0132 hartree


Entry 3:
The following is a DFT calculation (ωB97M-V with the def2-TZVPD basis set) of an isolated molecule of C4H7NO.

XYZ file:
```
13
Properties=species:S:1:pos:R:3:forces:R:3
O -0.38406 0.73388 0.71792 -0.0315 -0.0716 0.0967
N 0.33169 -0.54303 -1.00315 -0.2687 0.0343 0.3037
C 1.35394 0.49250 -0.78320 0.1656 0.1318 -0.0222
C 1.02642 0.97279 0.62837 0.2923 0.0665 0.0139
C -0.57195 -0.31329 -0.13908 0.0360 -0.2498 -0.1612
C -1.80145 -1.11043 0.12857 -0.0240 -0.0285 -0.0420
H 1.50043 0.31350 1.36562 0.0959 0.1771 -0.0031
H -1.66364 -2.12280 -0.25196 -0.0720 0.1438 -0.0144
H -2.68387 -0.66490 -0.33832 0.1135 -0.0085 0.0362
H 1.23865 2.01498 0.86351 -0.0583 -0.0749 -0.1207
H 1.25275 1.28623 -1.53530 -0.0153 -0.1093 0.0875
H 2.36112 0.07425 -0.86321 -0.1767 0.0474 0.0049
H -1.96002 -1.13369 1.21024 -0.0567 -0.0583 -0.1792
```
Forces are in eV/Å.

Results
* charge: 0
* energy above the lowest of the compared OMol25 structures with the same formula, charge and spin: 89.2 kJ/mol
* lowest unoccupied orbital energy: 1.065 eV
* energy: -286.5977 hartree
* SMILES: CC1=NCCO1


Entry 4:
The following is a DFT calculation (ωB97M-V with the def2-TZVPD basis set) of an isolated molecule of C3H5NO2.

XYZ file:
```
11
Properties=species:S:1:pos:R:3:forces:R:3
O -2.01956 0.58738 1.50035 0.2633 0.0575 -0.4857
O 0.21240 -0.68019 -1.00252 0.0760 0.0270 -0.0121
N 1.40838 0.71236 0.36199 0.0409 -0.2584 -0.2433
C -1.38841 0.53123 0.47432 -0.2280 -0.0683 0.3056
C 1.32968 -0.01352 -0.66892 0.1033 0.1745 0.1260
C -0.77208 -0.77959 0.02001 -0.1053 -0.0881 0.1718
H 2.32912 1.13578 0.44199 -0.0904 -0.0576 0.0033
H -1.28720 1.39965 -0.20531 0.0323 -0.0820 0.0610
H 2.11040 -0.21067 -1.40790 -0.0912 0.1477 0.0558
H -0.36060 -1.28326 0.89986 -0.0481 0.0635 -0.0768
H -1.56212 -1.39916 -0.41388 0.0471 0.0843 0.0943
```
Forces are in eV/Å.

Results
* charge: 0
* energy above the lowest of the compared OMol25 structures with the same formula, charge and spin: 153.7 kJ/mol
* lowest unoccupied orbital energy: 0.831 eV
* energy: -322.5158 hartree
* SMILES: [H]/N=C/OCC=O


Entry 5:
The following is a DFT calculation (ωB97M-V with the def2-TZVPD basis set) of a structure of composition Cl2INa in a non-equilibrium geometry.

XYZ file:
```
4
Properties=species:S:1:pos:R:3:forces:R:3
I -0.11833 -1.64282 -2.11143 -0.0689 -0.8685 -0.3153
Cl 0.00207 1.56945 2.29977 -0.0939 -0.7378 1.1116
Cl 0.19586 1.75684 -0.85345 0.1005 0.2310 -0.7992
Na -0.07960 -1.68347 0.66511 0.0623 1.3753 0.0029
```
Forces are in eV/Å.

Results
* charge: -2
* energy above the lowest of the compared OMol25 structures with the same formula, charge and spin: 0.0 kJ/mol
* lowest unoccupied orbital energy: 3.731 eV
* energy: -1380.4607 hartree


Entry 6:
The following is a DFT calculation (ωB97M-V with the def2-TZVPD basis set) of a structure of composition C8H22HgIN2O2 in a non-equilibrium geometry.

XYZ file:
```
36
Properties=species:S:1:pos:R:3:forces:R:3
Hg -20.22324 9.75233 0.26143 -0.4729 0.4863 -1.5354
I -20.82938 10.65488 -2.36860 0.4586 -0.4730 1.5681
O -25.92281 7.80950 -1.02289 -1.1499 0.6625 -0.3145
O -24.30278 15.30858 0.81234 -0.6237 0.9129 -0.0860
N -23.86283 8.53510 -2.64159 -0.2184 -0.3598 -0.2123
N -23.01596 13.49971 -0.82039 -0.1804 -0.4273 -0.1678
C -22.49198 15.26335 -2.47504 -0.4643 -0.0240 0.2911
C -25.37517 9.83116 -4.09719 -0.2258 -0.9666 -0.8444
C -27.04525 7.09159 -0.52251 0.2696 0.1643 0.2074
C -26.30215 8.47613 -2.23918 1.6128 -1.2696 0.5929
C -22.77004 14.93998 -0.99589 -0.2648 -0.7421 -0.9189
C -24.00143 15.70879 -0.50472 0.8815 -0.2430 0.3064
C -25.11593 9.29147 -2.68498 0.6104 1.5509 -0.4880
C -25.34360 16.14297 1.33513 0.3610 -0.8111 1.0674
H -22.47320 16.33901 -2.65367 0.3017 -0.0040 -0.0589
H -23.77850 16.78023 -0.56558 -0.0277 0.0852 0.1092
H -21.55957 14.78229 -2.76912 0.0792 0.2227 -0.1460
H -27.27064 6.20458 -1.12201 0.1906 -0.1023 0.0178
H -23.09093 9.08742 -2.99574 -0.1643 0.2268 0.0204
H -23.29573 14.85302 -3.09133 0.0000 -0.0056 -0.0354
H -22.24429 12.91592 -1.11928 0.3115 0.3880 0.0608
H -23.97861 7.80671 -3.34692 0.1979 -0.2728 0.2984
H -23.77734 13.19254 -1.42200 -0.2274 0.2006 0.2053
H -27.14702 9.15231 -2.10959 -0.3154 -0.2903 -0.0341
H -27.95269 7.70281 -0.52007 0.0494 0.1377 0.1139
H -24.63629 10.42956 -4.63735 0.2197 0.6347 1.0047
H -21.84444 15.14652 -0.45899 -0.3276 0.3940 0.4938
H -25.07228 10.14402 -1.99741 0.3791 -0.1173 0.1347
H -26.23065 16.16892 0.70389 0.0886 0.1760 -0.2980
H -25.64323 15.70131 2.28614 -0.0445 -0.2095 -0.0780
H -25.32001 8.96139 -4.76827 -0.7158 -0.1533 0.0994
H -26.45584 7.65746 -2.95183 -0.6147 0.3217 -0.3773
H -26.35971 10.29402 -4.17376 0.0529 0.0391 -0.1714
H -24.87218 15.52916 -1.14772 0.0798 -0.1607 -0.2253
H -24.98343 17.13198 1.62096 0.0657 0.2530 -0.5537
H -26.78753 6.82611 0.50067 -0.1726 -0.2237 -0.0462
```
Forces are in eV/Å.

Results
* charge: +1
* lowest unoccupied orbital energy: -8.609 eV
* energy: -1028.7277 hartree


Repeat the second record exactly.
The following is a DFT calculation (ωB97M-V with the def2-TZVPD basis set) of a cluster of 6 separate species, H10IO5 in total.

XYZ file:
```
16
Properties=species:S:1:pos:R:3:forces:R:3
I -16.73511 0.98489 5.00845 0.0193 -0.1477 -0.0268
O -15.62778 -1.70627 7.35807 0.2407 0.1337 0.0207
O -16.36567 -2.67517 4.08885 -0.3403 -0.0293 -0.0459
O -13.85534 1.72574 2.97030 -0.0405 -0.1419 0.1958
O -19.46128 -0.00419 7.13794 0.2362 0.0237 -0.2456
O -14.12176 3.05145 6.77213 -0.0174 -0.0437 -0.0938
H -14.48339 1.36823 3.63100 0.1232 0.1996 -0.2758
H -14.77019 2.43511 6.38873 0.0235 0.1092 0.0861
H -16.86739 -1.85394 4.23040 0.3215 0.0382 -0.0013
H -15.41131 -0.99204 6.73399 -0.1954 -0.1745 0.1474
H -17.03249 -3.33548 3.87164 0.0546 0.0796 0.0184
H -14.14457 1.33409 2.14119 -0.0626 -0.0071 0.0709
H -19.28481 -0.92706 7.34284 0.0482 0.0659 -0.0182
H -13.74229 3.49300 6.00545 -0.0550 -0.0857 -0.0068
H -18.71578 0.26623 6.55569 -0.3444 -0.0644 0.2995
H -16.54975 -1.89363 7.16776 -0.0116 0.0443 -0.1247
```
Forces are in eV/Å.

Results
* charge: -1
* energy above the lowest of the compared OMol25 structures with the same formula, charge and spin: 22.0 kJ/mol
* lowest unoccupied orbital energy: 3.151 eV
* energy: -680.0132 hartree


- Number 5 is which compound?
  Cl2INa


What did the second record say?
The following is a DFT calculation (ωB97M-V with the def2-TZVPD basis set) of a cluster of 6 separate species, H10IO5 in total.

XYZ file:
```
16
Properties=species:S:1:pos:R:3:forces:R:3
I -16.73511 0.98489 5.00845 0.0193 -0.1477 -0.0268
O -15.62778 -1.70627 7.35807 0.2407 0.1337 0.0207
O -16.36567 -2.67517 4.08885 -0.3403 -0.0293 -0.0459
O -13.85534 1.72574 2.97030 -0.0405 -0.1419 0.1958
O -19.46128 -0.00419 7.13794 0.2362 0.0237 -0.2456
O -14.12176 3.05145 6.77213 -0.0174 -0.0437 -0.0938
H -14.48339 1.36823 3.63100 0.1232 0.1996 -0.2758
H -14.77019 2.43511 6.38873 0.0235 0.1092 0.0861
H -16.86739 -1.85394 4.23040 0.3215 0.0382 -0.0013
H -15.41131 -0.99204 6.73399 -0.1954 -0.1745 0.1474
H -17.03249 -3.33548 3.87164 0.0546 0.0796 0.0184
H -14.14457 1.33409 2.14119 -0.0626 -0.0071 0.0709
H -19.28481 -0.92706 7.34284 0.0482 0.0659 -0.0182
H -13.74229 3.49300 6.00545 -0.0550 -0.0857 -0.0068
H -18.71578 0.26623 6.55569 -0.3444 -0.0644 0.2995
H -16.54975 -1.89363 7.16776 -0.0116 0.0443 -0.1247
```
Forces are in eV/Å.

Results
* charge: -1
* energy above the lowest of the compared OMol25 structures with the same formula, charge and spin: 22.0 kJ/mol
* lowest unoccupied orbital energy: 3.151 eV
* energy: -680.0132 hartree